1.
ORCA calculation (ωB97M-V/def2-TZVPD) on 2 unconnected molecules or ions with the total composition C3H5Cl.

Each line ends with the Löwdin charge.
Element x y z (Å)
C -0.24 -0.05 -1.64  0.09
C -0.60 0.50 -0.64  -0.22
C -1.04 1.23 0.52  -0.12
H 0.09 -0.57 -2.49  0.01
H -0.44 2.13 0.64  0.08
H -2.08 1.53 0.40  0.08
H -0.95 0.62 1.41  0.08
Cl 2.22 -3.07 1.21  0.25
H 3.04 -2.32 0.59  -0.26

LUMO level = 0.9133 eV
HOMO energy = -0.368 hartree
SMILES = C#CC.Cl
net charge = 0
calculated total energy = -577.429245 hartree

2.
ORCA calculation (ωB97M-V/def2-TZVPD) on a single C3H5Cl2F molecule at a distorted geometry.

Each line ends with the Löwdin charge.
Element x y z (Å)
C -0.36 -0.55 -0.26  -0.15
C 0.58 -0.30 0.88  -0.84
Cl 0.38 -1.19 2.32  0.68
C 0.59 1.28 1.26  -0.77
F 1.79 1.69 1.81  -0.07
Cl -0.65 1.72 2.40  0.65
H -0.89 -1.60 -0.34  0.11
H -1.25 0.20 -0.31  0.10
H 0.26 -0.45 -1.17  0.08
H 1.52 -0.38 0.39  0.09
H 0.43 1.94 0.41  0.10

LUMO level = 0.8305 eV
HOMO energy = -0.403 hartree
SMILES = C[C@H](Cl)[C@H](F)Cl
net charge = 0
calculated total energy = -1137.534353 hartree

3.
ORCA calculation (ωB97M-V/def2-TZVPD) on 2 unconnected molecules or ions with the total composition C3H5Cl2OP at a distorted geometry.

Each line ends with the Löwdin charge.
Element x y z (Å)
C -0.86 -0.69 -1.28  -0.06
C -0.78 -0.17 -0.11  -0.18
C -1.33 0.07 1.28  -0.09
O 2.69 0.03 0.97  -0.48
P 1.79 0.38 -0.11  -0.13
Cl 2.41 -0.26 -1.88  0.33
Cl 1.81 2.37 -0.17  0.28
H 0.00 -0.71 -1.95  -0.01
H -1.77 -1.20 -1.67  0.09
H -0.31 0.05 1.83  0.10
H -1.88 0.98 1.41  0.07
H -1.77 -0.84 1.69  0.08

LUMO level = -0.7323 eV
HOMO energy = -0.333 hartree
net charge = 0
calculated total energy = -1454.248049 hartree

4.
ORCA calculation (ωB97M-V/def2-TZVPD) on a single C3H5Cl2OP molecule at a distorted geometry.

Each line ends with the Löwdin charge.
Element x y z (Å)
C -0.45 1.19 -1.00  0.01
C -0.12 0.13 -0.26  -0.48
C -0.87 -1.14 -0.38  -0.11
P 1.12 0.01 1.10  -0.12
O 0.86 -1.16 1.89  -0.38
Cl 2.96 0.27 0.28  0.33
Cl 0.86 1.61 2.23  0.38
H -0.02 2.22 -0.95  0.08
H -1.18 1.19 -1.77  0.05
H -0.42 -2.16 -0.61  0.13
H -1.20 -1.22 0.60  0.05
H -1.55 -0.95 -1.13  0.05

LUMO level = 0.4869 eV
HOMO energy = -0.382 hartree
SMILES = C=C(C)P(=O)(Cl)Cl
net charge = 0
calculated total energy = -1454.328196 hartree

5.
ORCA calculation (ωB97M-V/def2-TZVPD) on a single C3H5Cl3 molecule at a distorted geometry.

Each line ends with the Löwdin charge.
Element x y z (Å)
Cl 2.58 -1.21 -0.16  0.54
C 0.87 -0.88 0.31  -0.62
C 0.25 0.30 -0.38  -0.82
Cl 1.19 1.80 -0.04  0.61
C -1.17 0.57 0.02  -0.64
Cl -2.45 -0.70 -0.12  0.55
H 0.84 -0.78 1.37  0.07
H 0.28 -1.71 -0.09  0.07
H 0.31 0.18 -1.47  0.10
H -1.17 0.91 1.02  0.05
H -1.52 1.51 -0.45  0.08

LUMO level = 0.7708 eV
HOMO energy = -0.403 hartree
SMILES = ClCC(Cl)CCl
net charge = 0
calculated total energy = -1497.884766 hartree

6.
ORCA calculation (ωB97M-V/def2-TZVPD) on a molecular structure, C3H5ClF2NO at a distorted geometry.

Each line ends with the Löwdin charge.
Element x y z (Å)
C -1.74 -1.08 0.77  -0.76
C 1.35 0.96 -0.77  -0.04
C -0.01 0.74 -0.04  -0.13
N -0.27 -0.71 0.12  -0.04
O -2.39 -0.12 0.89  0.20
F 0.10 -1.59 -0.78  0.17
F 0.77 -1.06 1.41  0.00
Cl -1.90 -2.69 1.11  0.98
H 1.04 0.64 -1.91  0.14
H 1.65 2.13 -0.82  0.15
H 2.21 0.46 -0.40  0.06
H -0.70 1.26 -0.61  0.11
H -0.13 1.06 1.03  0.17

LUMO level = -7.4971 eV
HOMO energy = -0.634 hartree
net charge = +1
calculated total energy = -906.718916 hartree

7.
ORCA calculation (ωB97M-V/def2-TZVPD) on a molecular structure, C3H5ClFN at a distorted geometry.

Each line ends with the Löwdin charge.
Element x y z (Å)
C 1.07 -0.30 -1.42  -0.10
C 0.29 -0.99 -0.58  -0.80
C -0.37 0.96 1.21  -0.07
N -0.69 -0.39 0.94  -0.04
F -1.97 -0.66 0.49  -0.02
Cl 0.02 -2.53 -0.91  0.72
H 1.45 -0.79 -2.26  0.02
H 1.19 0.74 -1.32  0.02
H -1.20 1.25 1.84  0.09
H 0.53 1.15 1.72  0.08
H -0.31 1.56 0.28  0.11

LUMO level (spin up / spin down) = 0.8980 / -2.2174 eV
⟨S²⟩ = 2.01
HOMO energy (spin up / spin down) = -0.215 / -0.325 hartree
net charge = 0
2S+1 = 3
calculated total energy = -731.797395 hartree

8.
ORCA calculation (ωB97M-V/def2-TZVPD) on 2 unconnected molecules or ions with the total composition C3H5ClFNO2 at a distorted geometry.

Each line ends with the Löwdin charge.
Element x y z (Å)
C -1.07 -0.59 -0.96  -0.01
C 0.46 0.92 1.48  0.02
C -1.86 0.00 -0.10  -0.83
N 1.00 1.44 0.42  -0.43
O 0.93 2.58 0.00  0.06
O 1.74 0.49 -0.32  -0.01
F -2.36 -0.62 1.01  -0.03
Cl -2.81 1.42 -0.42  0.70
H 1.95 0.93 -1.22  0.16
H -0.64 0.05 -1.74  0.08
H -0.59 -1.46 -0.53  0.08
H -0.03 1.63 2.14  0.09
H 0.82 -0.12 1.89  0.13

LUMO level (spin up / spin down) = 0.6291 / -1.7774 eV
⟨S²⟩ = 2.01
HOMO energy (spin up / spin down) = -0.232 / -0.369 hartree
net charge = 0
2S+1 = 3
calculated total energy = -882.318308 hartree

ΔE to the lowest compared entry with this formula, charge and spin values, unit eV, following the record order: 1.196 0.605 2.267 0.086 0.118 3.375 1.642 0.833.